Entry 1:
{"formula": "C64H39Cl4FN7O2Rb", "method": "the ωB97M-V functional and the def2-TZVPD basis", "species": ["Rb", "Cl", "C", "C", "C", "C", "C", "C", "C", "C", "C", "C", "C", "C", "C", "C", "C", "C", "Cl", "C", "C", "C", "N", "C", "C", "C", "C", "C", "C", "Cl", "C", "C", "C", "C", "C", "C", "N", "C", "C", "C", "C", "C", "N", "C", "C", "C", "C", "Cl", "C", "C", "C", "C", "N", "H", "H", "H", "H", "H", "H", "H", "H", "H", "H", "H", "H", "H", "H", "H", "H", "H", "H", "H", "H", "H", "H", "H", "H", "C", "C", "N", "C", "C", "C", "C", "C", "C", "C", "C", "C", "N", "C", "H", "H", "H", "H", "H", "H", "H", "H", "O", "O", "N", "C", "H", "F", "C", "C", "C", "C", "C", "C", "C", "H", "H", "H", "H", "H", "H"], "xyz": [[-0.86, 0.82, -0.66], [8.57, -2.02, 2.60], [6.88, -1.80, 2.14], [6.65, -0.77, 1.24], [5.35, -0.64, 0.84], [4.30, -1.39, 1.33], [4.58, -2.35, 2.32], [5.89, -2.55, 2.73], [2.88, -1.21, 0.93], [2.05, -0.75, 1.88], [2.23, -0.70, 3.32], [1.06, -0.30, 3.89], [0.16, -0.13, 2.74], [-1.22, 0.30, 2.88], [-1.23, 1.75, 3.18], [0.01, 2.44, 3.70], [-0.06, 4.58, 3.13], [-1.30, 5.27, 2.80], [-1.22, 6.95, 3.22], [-2.34, 4.72, 2.25], [-2.36, 3.25, 2.21], [-2.35, -0.40, 2.26], [-2.01, -1.52, 1.33], [-3.12, -2.01, 0.97], [-3.50, -2.56, -0.38], [-3.78, -4.08, -0.18], [-5.06, -4.57, -0.19], [-5.27, -5.92, 0.09], [-4.20, -6.74, 0.36], [-4.53, -8.44, 0.57], [-2.90, -6.26, 0.45], [-2.69, -4.91, 0.17], [-2.60, -2.30, -1.55], [-3.05, -2.16, -2.88], [-1.92, -2.19, -3.65], [-0.83, -2.30, -2.81], [-1.28, -2.32, -1.49], [0.54, -2.32, -3.20], [1.60, -1.99, -2.35], [2.90, -2.64, -2.45], [3.54, -2.41, -1.25], [2.59, -1.58, -0.47], [1.45, -1.35, -1.16], [0.91, -2.77, -4.56], [0.45, -4.00, -5.06], [0.77, -4.49, -6.31], [1.62, -3.74, -7.10], [2.00, -4.35, -8.71], [2.13, -2.53, -6.65], [1.78, -2.09, -5.40], [-4.35, -1.45, 1.64], [-3.75, -0.26, 2.25], [0.70, -0.43, 1.59], [7.50, -0.16, 0.85], [5.11, 0.14, 0.11], [3.78, -3.00, 2.60], [6.17, -3.32, 3.44], [3.23, -0.80, 3.77], [0.78, -0.14, 4.93], [0.79, 1.81, 4.09], [0.80, 5.28, 3.04], [-3.31, 5.23, 1.97], [-3.09, 2.87, 1.53], [-5.82, -3.83, -0.39], [-6.26, -6.29, 0.15], [-2.03, -6.99, 0.48], [-1.69, -4.44, 0.07], [-4.01, -1.95, -3.22], [-1.88, -2.01, -4.76], [3.19, -3.22, -3.29], [4.51, -2.72, -0.92], [-0.20, -4.60, -4.47], [0.45, -5.49, -6.60], [2.74, -1.92, -7.27], [2.27, -1.18, -5.09], [-4.79, -2.17, 2.37], [-4.28, 0.34, 2.98], [-2.40, 3.31, 4.83], [-2.48, 2.51, 3.60], [-1.07, 2.56, 1.82], [0.15, 3.24, 2.39], [-0.03, 3.81, 4.49], [-1.29, 3.92, 5.28], [1.36, 3.93, 5.00], [2.44, 3.72, 4.21], [2.55, 3.37, 2.81], [3.87, 3.24, 2.31], [4.09, 2.88, 0.99], [3.01, 2.50, 0.21], [1.76, 2.62, 0.67], [1.53, 3.10, 1.88], [-3.36, 3.60, 5.24], [-3.38, 1.95, 3.54], [-1.33, 4.47, 6.19], [1.55, 4.11, 6.04], [3.39, 3.79, 4.70], [4.66, 3.50, 2.98], [5.14, 2.72, 0.64], [3.17, 2.11, -0.83], [-4.71, -1.79, -0.64], [-5.32, -1.35, 0.58], [5.04, -0.25, -2.79], [5.90, 0.15, -3.46], [4.31, -0.80, -2.32], [-2.92, 4.55, -6.70], [-2.87, 4.27, -5.36], [-1.74, 4.57, -4.61], [-1.70, 4.27, -3.27], [-2.75, 3.63, -2.55], [-2.66, 3.45, -1.18], [-3.82, 3.22, -3.44], [-3.88, 3.49, -4.81], [-0.90, 5.11, -5.07], [-0.81, 4.46, -2.67], [-1.77, 3.79, -0.58], [-3.48, 3.06, -0.59], [-4.46, 2.46, -3.00], [-4.58, 2.93, -5.43]], "mulliken_charge": [0.75, -0.27, 0.45, -1.00, 0.18, -0.66, -0.46, -1.00, 1.26, 0.47, -0.74, -1.46, -0.45, -0.15, -0.03, -0.95, -0.67, -0.24, -0.30, -1.06, -0.44, 0.89, -0.07, -0.42, 3.10, -0.46, -0.43, -0.97, 0.63, -0.26, -0.92, -0.02, -0.63, -1.56, -0.82, -0.31, 0.11, 1.39, 0.02, -0.87, -1.77, 0.07, 0.28, -0.36, -0.09, -0.98, 0.53, -0.25, -0.99, 0.09, 0.57, -1.86, 0.72, 0.35, 0.53, 0.65, 0.41, 0.40, 0.60, 0.44, 0.66, 0.30, 1.05, 0.54, 0.41, 0.25, 0.34, 0.75, 0.40, 0.55, 0.46, 0.48, 0.36, 0.46, 0.49, 0.25, 0.49, -1.11, 0.61, 0.18, 0.43, 2.16, -1.45, -1.50, -1.02, 2.12, -1.40, -0.71, -0.47, 0.01, -0.06, 0.37, 0.13, 0.44, 0.45, 0.40, 0.43, 0.36, 0.35, -0.44, -0.46, 0.08, -0.24, 0.09, -0.37, 0.39, -0.45, -0.55, 1.44, -1.58, -0.55, -0.62, 0.34, 0.22, 0.12, 0.13, 0.25, 0.33], "lumo_energy_ev": 3.02, "orbital_gap_ev": 3.431, "charge": -2, "multiplicity": 1}

Entry 2:
{"formula": "C18H31Br2ClO13Si2", "method": "the ωB97M-V functional and the def2-TZVPD basis", "species": ["C", "C", "Cl", "C", "Si", "O", "Si", "C", "Br", "C", "C", "Br", "H", "H", "H", "H", "H", "H", "H", "H", "H", "H", "H", "H", "H", "H", "H", "C", "C", "O", "C", "O", "O", "H", "H", "H", "H", "C", "C", "O", "C", "O", "O", "H", "H", "H", "H", "C", "C", "O", "C", "O", "O", "H", "H", "H", "H", "C", "C", "O", "C", "O", "O", "H", "H", "H", "H"], "xyz": [[-2.64, 3.67, -1.28], [-3.26, 2.29, -1.60], [-3.48, 2.08, -3.41], [-2.46, 1.09, -0.95], [-2.74, -0.56, -1.86], [-4.40, -0.95, -2.10], [-5.42, -0.66, -0.75], [-1.81, -2.06, -1.12], [-2.95, -3.70, -1.10], [-1.26, -1.92, 0.33], [-2.32, -1.68, 1.43], [0.26, -0.63, 0.45], [-3.08, 4.07, -0.35], [-1.54, 3.64, -1.20], [-2.94, 4.38, -2.07], [-4.28, 2.27, -1.19], [-1.39, 1.37, -1.06], [-2.74, 1.11, 0.11], [-2.20, -0.38, -3.22], [-6.49, 0.25, -1.20], [-6.06, -1.93, -0.39], [-4.75, 0.00, 0.37], [-0.97, -2.30, -1.79], [-0.80, -2.90, 0.58], [-2.75, -0.67, 1.43], [-3.09, -2.47, 1.45], [-1.79, -1.78, 2.40], [-1.50, 0.25, 6.60], [-2.17, -1.10, 6.62], [-3.20, -0.96, 5.64], [-2.81, 0.02, 4.79], [-3.36, 0.27, 3.77], [-1.73, 0.68, 5.26], [-0.44, 0.20, 6.82], [-1.97, 0.96, 7.28], [-1.50, -1.91, 6.32], [-2.60, -1.34, 7.60], [4.43, 0.36, -0.48], [3.62, 1.42, 0.20], [4.59, 2.08, 1.01], [5.80, 1.87, 0.45], [6.80, 2.42, 0.78], [5.73, 0.95, -0.54], [4.06, 0.12, -1.48], [4.48, -0.57, 0.10], [3.19, 2.14, -0.50], [2.82, 1.01, 0.82], [8.41, 0.29, 2.36], [9.90, 0.46, 2.44], [10.26, -0.46, 3.48], [9.28, -1.40, 3.55], [9.36, -2.39, 4.19], [8.22, -1.06, 2.78], [8.02, 0.44, 1.35], [7.88, 0.96, 3.04], [10.41, 0.16, 1.52], [10.20, 1.47, 2.69], [-4.82, -0.75, -6.78], [-3.43, -0.35, -6.35], [-2.61, -1.28, -7.06], [-3.31, -1.71, -8.14], [-2.85, -2.36, -9.02], [-4.60, -1.30, -8.08], [-5.50, 0.09, -6.82], [-5.25, -1.52, -6.13], [-3.17, 0.66, -6.67], [-3.28, -0.44, -5.28]], "nbo_charge": [-0.63, -0.15, -0.09, -0.94, 1.69, -1.22, 1.19, -0.74, 0.02, -0.22, -0.66, -0.05, 0.23, 0.21, 0.23, 0.21, 0.25, 0.26, -0.20, -0.20, -0.18, -0.20, 0.26, 0.23, 0.23, 0.24, 0.22, -0.10, -0.10, -0.48, 0.97, -0.58, -0.48, 0.21, 0.19, 0.19, 0.21, -0.10, -0.10, -0.48, 0.97, -0.59, -0.49, 0.21, 0.19, 0.19, 0.21, -0.11, -0.10, -0.49, 0.96, -0.57, -0.49, 0.22, 0.19, 0.18, 0.21, -0.10, -0.10, -0.49, 0.96, -0.57, -0.49, 0.20, 0.19, 0.18, 0.21], "lumo_energy_ev": -0.02, "orbital_gap_ev": 10.428, "charge": 0, "multiplicity": 1}

Entry 3:
{"formula": "C27H43Cl18F10N4O2S", "method": "the ωB97M-V functional and the def2-TZVPD basis", "species": ["O", "C", "F", "N", "C", "O", "C", "N", "C", "N", "S", "N", "C", "C", "F", "F", "C", "F", "F", "C", "F", "F", "C", "F", "F", "F", "H", "H", "H", "H", "H", "H", "H", "Cl", "C", "C", "Cl", "H", "H", "H", "H", "Cl", "C", "C", "Cl", "H", "H", "H", "H", "Cl", "C", "C", "Cl", "H", "H", "H", "H", "Cl", "C", "C", "Cl", "H", "H", "H", "H", "Cl", "C", "C", "Cl", "H", "H", "H", "H", "Cl", "C", "C", "Cl", "H", "H", "H", "H", "Cl", "C", "C", "Cl", "H", "H", "H", "H", "Cl", "C", "C", "Cl", "H", "H", "H", "H", "Cl", "C", "C", "Cl", "H", "H", "H", "H"], "xyz": [[0.09, -6.36, 5.06], [0.18, -5.32, 4.51], [0.13, -5.21, 3.17], [0.37, -4.07, 5.10], [0.22, -2.92, 4.21], [1.16, -2.26, 3.90], [-1.20, -2.65, 3.66], [-1.08, -1.85, 2.42], [-1.72, -0.68, 2.63], [-2.14, 0.12, 1.69], [-1.94, -0.12, -0.01], [-1.86, -0.47, 3.97], [-2.09, -1.79, 4.58], [-3.59, -2.13, 4.68], [-3.99, -1.72, 5.90], [-4.31, -1.42, 3.78], [-3.94, -3.64, 4.58], [-5.09, -3.86, 5.23], [-2.96, -4.31, 5.25], [-4.05, -4.21, 3.13], [-3.27, -5.30, 3.04], [-3.59, -3.32, 2.22], [-5.49, -4.65, 2.71], [-5.48, -4.83, 1.39], [-6.39, -3.73, 3.00], [-5.78, -5.81, 3.30], [-0.26, -4.00, 5.90], [-1.56, -3.64, 3.41], [-1.34, -2.35, 1.58], [-2.61, 0.99, 1.93], [-2.49, -1.35, -0.11], [-2.50, 0.27, 4.22], [-1.70, -1.73, 5.59], [-4.06, 3.09, -1.83], [-2.33, 3.46, -2.06], [-1.75, 2.79, -3.28], [-1.68, 1.02, -3.02], [-1.81, 3.15, -1.16], [-2.25, 4.55, -2.16], [-0.73, 3.12, -3.46], [-2.34, 2.98, -4.17], [-1.77, 3.86, 1.18], [-0.38, 4.16, 2.27], [0.45, 5.33, 1.80], [1.25, 4.96, 0.26], [0.22, 3.25, 2.30], [-0.78, 4.35, 3.26], [1.22, 5.54, 2.54], [-0.15, 6.22, 1.65], [3.12, 3.55, 3.26], [3.81, 1.91, 3.23], [2.85, 0.95, 2.59], [1.40, 0.69, 3.62], [4.06, 1.62, 4.25], [4.72, 1.96, 2.64], [3.32, -0.02, 2.47], [2.50, 1.29, 1.62], [5.88, 0.28, 0.70], [5.10, -1.08, -0.15], [4.04, -0.62, -1.11], [2.60, 0.08, -0.28], [4.70, -1.75, 0.61], [5.88, -1.60, -0.71], [3.68, -1.47, -1.68], [4.42, 0.14, -1.79], [3.95, 6.47, 1.65], [5.66, 6.44, 1.16], [5.85, 5.70, -0.14], [5.52, 3.95, 0.04], [6.24, 5.98, 1.96], [5.99, 7.47, 1.05], [6.88, 5.80, -0.48], [5.19, 6.08, -0.92], [-7.61, -10.35, 3.53], [-6.38, -9.08, 3.81], [-5.86, -9.10, 5.23], [-7.09, -8.59, 6.41], [-6.83, -8.13, 3.57], [-5.56, -9.27, 3.12], [-5.03, -8.40, 5.32], [-5.51, -10.09, 5.51], [0.51, 3.26, -5.73], [0.60, 1.68, -6.57], [-0.05, 1.74, -7.93], [-1.82, 1.95, -7.81], [0.12, 0.94, -5.93], [1.65, 1.43, -6.67], [0.13, 0.80, -8.45], [0.34, 2.55, -8.53], [8.59, -1.23, -3.78], [8.84, 0.51, -3.52], [7.86, 1.08, -2.53], [6.19, 1.08, -3.17], [8.77, 1.01, -4.48], [9.85, 0.64, -3.14], [8.11, 2.11, -2.30], [7.86, 0.51, -1.60], [-2.79, 2.41, -12.22], [-3.72, 3.23, -10.93], [-3.49, 4.72, -10.92], [-1.83, 5.14, -10.43], [-3.44, 2.78, -9.98], [-4.77, 3.03, -11.12], [-4.16, 5.19, -10.21], [-3.66, 5.16, -11.90]], "mulliken_charge": [-0.46, 0.55, -0.22, -0.16, -0.57, -0.32, 0.57, -0.23, 0.02, -0.08, 0.01, -0.14, -0.62, 0.82, -0.35, -0.29, 0.61, -0.32, -0.25, 0.81, -0.32, -0.31, 0.44, -0.25, -0.22, -0.20, 0.36, 0.44, 0.34, 0.28, 0.09, 0.39, 0.58, -0.19, -0.17, -0.26, -0.27, -0.08, 0.41, 0.11, 0.40, -0.20, 0.02, -0.57, -0.11, -0.20, 0.40, 0.25, 0.42, -0.10, -0.35, -0.37, -0.22, 0.41, 0.08, 0.40, 0.13, -0.19, -0.63, -0.08, -0.11, 0.40, 0.38, 0.34, -0.10, -0.13, -0.53, -0.58, -0.05, 0.31, 0.34, 0.31, 0.33, -0.18, -0.24, -0.37, -0.18, 0.12, 0.30, 0.20, 0.36, -0.20, -0.36, -0.43, -0.19, 0.24, 0.34, 0.31, 0.30, -0.19, -0.43, -0.35, -0.20, 0.33, 0.32, 0.31, 0.22, -0.19, -0.14, -0.45, -0.17, 0.04, 0.31, 0.28, 0.33], "lumo_energy_ev": -2.77, "orbital_gap_ev": 8.995, "charge": 1, "multiplicity": 1}